1.
Molecular formula: C5H8
Method: DFT, ωB97M-V/def2-TZVPD

Last column: Mulliken charge in e.
Cartesian coordinates (Å):
C1 -2.5016 -0.0674 0.0997  -0.72
C2 -1.1590 -0.3498 -0.2663  0.05
C3 -0.1695 0.8052 -0.0819  -0.16
C4 1.1640 0.7820 -0.1132  -0.30
C5 1.8448 -0.5723 0.0742  -0.90
H1 -2.7982 1.0023 0.3019  0.21
H2 -3.2015 -0.9048 0.1333  0.27
H3 -0.6638 -1.3934 -0.4441  0.17
H4 -0.5998 1.7879 -0.0479  0.27
H5 1.7951 1.6416 0.0205  0.34
H6 1.4150 -1.4076 -0.6011  0.30
H7 2.9210 -0.4023 -0.3715  0.28
H8 1.9536 -0.9212 1.2965  0.19

**HOMO**: -8.60 eV
**Multiplicity**: 1
**E_tot**: -5312.041 eV
**LUMO level**: 0.84 eV
**Structure (SMILES)**: C=C/C=C\C
**Relative energy (zero: lowest compared OMol25 entry of this formula, charge and spin)**: 205.09 kJ/mol

=====

2.
Molecular formula: C20H15Br2N4NiO6S
Method: DFT, ωB97M-V/def2-TZVPD

Last column: Mulliken charge in e.
Cartesian coordinates (Å):
Ni1 -0.3382 0.0040 0.4865  0.89
O1 -1.6090 -1.3529 4.2249  -0.76
C1 -1.3744 -0.8468 3.1324  0.32
O2 -0.5932 -1.2867 2.2117  -0.81
C2 -2.0281 0.4903 2.8060  0.30
C3 -2.8874 1.1845 3.6374  -0.73
C4 -3.3501 2.4250 3.2056  -0.21
C5 -2.9462 2.9355 1.9770  -0.77
C6 -2.0828 2.1744 1.2080  0.38
N1 -1.6662 0.9965 1.6393  0.76
C7 -1.5260 2.5734 -0.1586  0.07
O3 -1.9234 3.6295 -0.6406  -0.79
O4 -0.7058 1.7244 -0.6524  -0.55
H1 -3.1677 0.7501 4.5869  0.54
H2 -4.0225 2.9976 3.8341  0.41
H3 -3.2725 3.8960 1.6027  0.55
Br1 4.8415 -1.4303 -5.6743  -0.25
C8 3.9798 -0.5564 -4.2126  0.08
C9 4.4283 0.6950 -3.8263  -0.37
C10 3.7932 1.3254 -2.7627  -0.63
C11 2.7498 0.7008 -2.0942  -0.16
C12 2.3133 -0.5539 -2.4996  0.40
C13 2.9241 -1.1845 -3.5766  -0.50
C14 1.1566 -1.2428 -1.7940  0.25
O5 0.4400 -1.9922 -2.4546  -0.65
O6 1.0389 -0.9733 -0.5469  -0.71
H4 5.2521 1.1653 -4.3452  0.39
H5 4.1222 2.3104 -2.4535  0.40
H6 2.2587 1.1795 -1.2593  0.22
H7 2.5561 -2.1472 -3.9045  0.52
N2 1.8701 -0.6065 3.3093  -0.37
C15 2.0856 0.6810 3.0154  0.80
N3 2.8626 1.3754 3.8874  -0.48
S1 1.5096 1.4419 1.6269  -0.45
H8 2.0787 -0.9423 4.2356  0.26
H9 1.0820 -1.0668 2.8375  0.14
H10 3.0632 1.0129 4.8026  0.18
H11 2.9339 2.3655 3.7392  0.21
Br2 -3.2623 -4.0475 -3.8746  -0.20
C16 -2.7027 -2.8561 -2.5153  0.28
C17 -2.7405 -1.4961 -2.7379  -0.74
C18 -2.2942 -0.6674 -1.7236  -0.29
N4 -1.8477 -1.1224 -0.5503  0.34
C19 -1.8102 -2.4457 -0.3650  -0.27
C20 -2.2392 -3.3536 -1.3152  -0.73
H12 -3.0774 -1.0822 -3.6769  0.44
H13 -2.2733 0.4073 -1.8546  0.43
H14 -1.4185 -2.7723 0.5896  0.43
H15 -2.1808 -4.4155 -1.1265  0.44

**HOMO (alpha / beta)**: -5.84 / -6.06 eV
**⟨S²⟩**: 2.0049
**Multiplicity**: 3
**E_tot**: -231199.488 eV
**LUMO level (alpha / beta)**: 2.39 / 2.38 eV
**Relative energy (zero: lowest compared OMol25 entry of this formula, charge and spin)**: 24.31 kJ/mol
**Charge**: -1

=====

> Number 1 is which compound?

C5H8

=====

> What is the relative energy (zero: lowest compared OMol25 entry of this formula, charge and spin) in the second record?

24.31 kJ/mol

=====

> Which of these has the highest relative energy (zero: lowest compared OMol25 entry of this formula, charge and spin)?

C5H8

=====

> The highest E_tot belongs to which entry?

C5H8